ORCA calculation (the ωB97M-V functional and the def2-TZVPD basis) on a cluster of 2 separate species, C7H21N2O2P2 in total at a distorted geometry.

## Properties
- Calculated total energy: -33245.3648 eV
- Total charge: +1
- HOMO energy: -12.44 eV

Last column: natural (NBO) charge in e.
Positions of all 34 atoms, in Å:
C 1.99588 0.31946 -1.33164  -0.618
C 1.56473 1.06275 -0.03782  -0.424
C 1.17182 2.54770 -0.29318  -0.081
O -0.09402 2.88639 0.28119  -0.528
C -1.12164 2.32879 -0.46975  -0.309
P -2.53669 1.75609 0.63675  0.603
P -3.39232 -0.07238 -0.26610  0.571
C -2.15864 -1.38748 0.28919  -0.891
C -3.28554 0.17440 -2.10965  -0.922
H 1.14750 0.16326 -2.00495  0.194
H 2.84549 0.80572 -1.81883  0.219
H 2.35401 -0.66938 -1.01601  0.247
H 0.66299 0.56668 0.35088  0.171
H 2.38083 1.01198 0.68436  0.228
H 1.91642 3.16793 0.21367  0.216
H 1.18203 2.82701 -1.35455  0.180
H -0.79997 1.45075 -1.04728  0.221
H -1.58123 3.04411 -1.17426  0.223
H -1.96096 1.40545 1.88510  0.089
H -3.50915 2.77266 0.77944  0.087
H -2.54447 -1.82562 1.21058  0.260
H -1.18484 -0.93011 0.50926  0.219
H -2.07140 -2.10196 -0.53113  0.273
H -3.48326 -0.77488 -2.61625  0.277
H -4.02800 0.92274 -2.40757  0.260
H -2.31765 0.53644 -2.48135  0.231
C 2.19097 -2.82973 1.28370  0.772
O 1.79210 -3.01028 0.14228  -0.673
N 1.54520 -1.99494 2.14978  -0.850
N 3.30383 -3.43780 1.77692  -0.838
H 1.84451 -1.81996 3.08986  0.394
H 0.72557 -1.53678 1.80760  0.389
H 3.79835 -4.05610 1.16172  0.416
H 3.64755 -3.30289 2.70802  0.393